1.
Computed, not measured: one molecule with the formula C2H4N4 at a distorted geometry, with ωB97M-V/def2-TZVPD.

The geometry in ORCA input format:
```
! wB97M-V def2-TZVPD RIJCOSX def2/J DEFGRID3
* xyz 0 1
N -1.353 0.767 0.289
N -2.221 0.101 -0.384
N -1.612 -0.972 -0.947
N -0.154 0.118 0.012
C 1.095 0.594 0.514
C -0.288 -0.941 -0.673
H 0.467 -1.651 -0.823
H 1.867 0.064 -0.295
H 0.978 1.749 0.670
H 1.221 0.170 1.636
*
```

## Properties
**ΔE to the lowest compared entry with this formula, charge and spin**: 276.8 kJ/mol
**Molecular weight**: 84.08 g mol⁻¹
**Frontier orbital gap**: 11.013 eV
**E**: -8096.4453 eV
**SMILES string**: Cn1cnnn1
**E_HOMO**: -10.4 eV

---

2.
Computed, not measured: one molecule with the formula C4H12N2OS at a distorted geometry, with ωB97M-V/def2-TZVPD.

The geometry in ORCA input format:
```
! wB97M-V def2-TZVPD RIJCOSX def2/J DEFGRID3
* xyz 0 1
S 1.378 0.067 0.335
O 0.833 2.646 0.097
N 1.269 -0.525 1.698
N 0.829 -1.262 -0.706
C -1.401 0.100 -0.469
C -0.358 2.090 -0.286
C 0.465 -2.421 -0.070
C -0.528 0.890 0.279
H -0.827 0.994 1.406
H -0.538 1.988 -1.357
H -0.915 -0.309 -1.407
H 1.431 -1.220 -1.539
H 1.823 -1.086 2.329
H -0.299 -3.039 -0.571
H 1.203 -2.938 0.501
H -1.299 2.670 0.113
H -0.283 -2.037 0.675
H -1.710 -0.810 -0.062
H 1.199 3.520 -0.249
H -2.272 0.682 -0.718
*
```

## Properties
**ΔE to the lowest compared entry with this formula, charge and spin**: 569.7 kJ/mol
**Molecular weight**: 136.22 g mol⁻¹
**Frontier orbital gap**: 8.239 eV
**E**: -20200.2113 eV
**E_HOMO**: -7.6 eV

---

3.
Computed, not measured: C22H24CoF3N5O2S5 as an isolated structure, with ωB97M-V/def2-TZVPD.

The geometry in ORCA input format:
```
! wB97M-V def2-TZVPD RIJCOSX def2/J DEFGRID3
* xyz 1 1
Co -0.766 0.705 0.370
S -2.959 0.621 -0.154
S -0.695 -0.243 2.449
S -0.418 2.767 1.398
S 2.645 0.322 0.718
S -3.385 1.913 3.900
F -5.179 -1.444 -1.234
F -4.469 -0.358 -2.966
F -4.742 -2.504 -3.073
O 2.274 -0.267 1.981
O 3.443 1.510 0.697
N 5.129 -3.872 -2.595
N 1.957 1.745 -2.008
N 1.191 0.648 0.009
N -1.066 -0.930 -0.560
N -0.295 1.540 -1.296
C -0.748 2.254 -2.315
C 1.038 1.331 -1.151
C -2.342 -0.799 -0.938
C -0.294 -1.919 -1.016
C 4.695 -1.543 -2.168
C 1.495 2.448 -3.038
C 0.605 2.202 2.779
C -4.339 -1.506 -2.279
C 3.859 -3.230 -0.654
C 3.388 -0.911 -0.264
C 3.275 -2.246 0.116
C -2.917 -1.702 -1.826
C -0.810 -2.863 -1.878
C -2.247 -0.649 3.312
C 4.575 -2.894 -1.812
C -3.484 0.235 3.225
C 4.113 -0.559 -1.399
C -3.143 2.945 2.422
C -2.135 -2.744 -2.288
C 0.149 2.749 -3.240
C -0.034 1.064 3.541
C -1.777 3.609 2.298
H -1.922 -0.763 4.348
H -1.873 4.569 1.792
H -2.560 -3.460 -2.978
H 3.785 -4.267 -0.352
H 5.822 -3.605 -3.272
H 1.558 1.922 2.346
H -3.891 3.735 2.489
H 0.694 0.593 4.201
H -2.501 -1.648 2.953
H 5.265 -1.273 -3.048
H -4.261 -0.263 3.808
H -1.366 3.809 3.288
H 2.753 -2.500 1.030
H -0.187 -3.673 -2.227
H -0.178 3.330 -4.087
H -1.820 2.394 -2.379
H 5.246 -4.790 -2.203
H 0.732 -1.933 -0.672
H -3.396 2.358 1.545
H -3.852 0.295 2.206
H 2.240 2.790 -3.747
H -0.880 1.420 4.125
H 0.786 3.055 3.434
H 4.220 0.484 -1.664
*
```

## Properties
**ΔE to the lowest compared entry with this formula, charge and spin**: 0.0 kJ/mol
**Molecular weight**: 666.73 g mol⁻¹
**Frontier orbital gap**: 7.270 eV
**E**: -134701.2731 eV
**E_HOMO**: -10.7 eV

---

4.
Computed, not measured: a 2-piece molecular cluster, C2H3NS overall at a distorted geometry, with ωB97M-V/def2-TZVPD.

The geometry in ORCA input format:
```
! wB97M-V def2-TZVPD RIJCOSX def2/J DEFGRID3
* xyz 0 1
S 3.067 0.211 0.962
N -0.793 -0.503 -1.250
C -0.868 -0.180 -0.065
C 1.984 1.170 1.162
H 0.046 0.178 0.428
H -1.615 -0.777 -1.753
H -1.821 -0.098 0.516
*
```

## Properties
**ΔE to the lowest compared entry with this formula, charge and spin**: 283.8 kJ/mol
**Molecular weight**: 73.12 g mol⁻¹
**Frontier orbital gap**: 9.652 eV
**E**: -14444.5276 eV
**E_HOMO**: -9.6 eV

---

5.
Computed, not measured: a 15-piece molecular cluster, C19H66O17 overall at a distorted geometry, with ωB97M-V/def2-TZVPD.

The geometry in ORCA input format:
```
! wB97M-V def2-TZVPD RIJCOSX def2/J DEFGRID3
* xyz 0 1
O 1.697 -4.679 -3.611
O 3.268 -6.919 -2.606
O 0.474 1.125 3.815
O 2.737 -0.284 1.982
O -2.709 0.668 3.470
O -0.460 6.801 2.088
O -5.520 -0.185 4.705
O -0.083 -1.899 -6.093
O 1.236 6.018 4.485
O -1.580 0.835 6.240
O -0.145 -7.404 -2.800
O 1.669 4.442 6.068
O 2.754 -4.915 1.823
O 1.292 0.191 -8.616
O -3.476 4.030 1.152
O 2.433 -0.936 -1.141
O -2.079 3.045 -8.072
C 1.640 1.560 -8.760
C 2.118 5.456 5.191
C 1.336 -4.281 -4.928
C 1.485 -5.501 1.573
C 0.772 2.553 3.674
C 4.043 -6.725 -1.433
C 0.731 2.931 2.107
C -1.001 -6.892 -1.788
C 3.452 -1.373 2.547
C 2.285 2.753 4.223
C -5.472 1.228 4.849
C -4.329 4.548 2.162
C 2.264 3.150 5.771
C -2.278 2.204 -9.199
C -1.124 -1.126 -6.676
C -2.433 1.350 7.251
C 2.450 -2.306 -1.512
C -3.067 1.064 2.152
C 0.517 6.997 1.079
H -1.398 2.246 -9.847
H -5.890 1.515 5.817
H 2.776 -0.881 -0.238
H 1.701 2.539 1.647
H 0.975 6.040 0.817
H -2.531 1.977 1.899
H 1.826 1.998 -7.776
H 0.033 7.418 0.197
H 2.924 3.423 3.558
H 4.359 -1.541 1.964
H -3.945 4.115 0.312
H -3.199 -0.143 3.667
H 3.476 -2.684 -1.475
H -1.927 -7.472 -1.760
H 1.267 -6.218 2.365
H 4.571 -7.650 -1.204
H -4.548 5.599 1.957
H -3.360 0.773 7.281
H -2.052 0.918 5.400
H -1.927 1.270 8.214
H 1.605 2.366 6.307
H 4.771 -5.926 -1.600
H 3.191 5.824 5.083
H 0.813 2.085 -9.238
H 1.283 7.691 1.437
H 2.832 -2.273 2.519
H -3.163 2.532 -9.750
H 2.763 1.701 4.162
H 2.922 -4.287 1.109
H -2.655 2.401 7.046
H 3.324 3.012 6.204
H -1.952 3.943 -8.404
H -2.795 0.277 1.445
H 1.939 -0.157 2.517
H 1.209 -5.494 -3.416
H 0.715 -4.725 1.565
H 1.814 -2.879 -0.830
H 0.394 -1.320 -5.484
H 1.501 -6.020 0.611
H -6.447 -0.447 4.756
H -4.143 1.252 2.105
H 2.068 -2.402 -2.527
H -0.009 3.101 4.297
H -0.615 -7.321 -3.640
H -0.694 -0.281 -7.217
H 3.389 -6.465 -0.596
H 0.261 -4.098 -4.975
H -4.434 1.551 4.794
H -0.496 -6.973 -0.826
H -0.007 6.429 2.856
H 1.868 -3.364 -5.178
H 0.730 4.077 2.036
H -3.824 4.466 3.124
H -1.683 -1.754 -7.370
H 3.725 -1.139 3.579
H 2.811 -6.085 -2.788
H -0.192 2.463 1.602
H 2.038 -0.250 -8.191
H -1.796 -0.765 -5.892
H 2.533 1.649 -9.384
H -1.226 -5.841 -1.990
H -5.259 3.973 2.191
H -6.041 1.699 4.042
H 1.613 -5.065 -5.638
H -0.301 0.991 4.397
H -2.424 1.181 -8.855
*
```

## Properties
**Molecular weight**: 566.72 g mol⁻¹
**Frontier orbital gap**: 10.189 eV
**E**: -55572.8297 eV
**E_HOMO**: -9.7 eV

---

6.
Computed, not measured: one molecule with the formula C7H6N4 at a distorted geometry, with ωB97M-V/def2-TZVPD.

The geometry in ORCA input format:
```
! wB97M-V def2-TZVPD RIJCOSX def2/J DEFGRID3
* xyz 0 1
N 2.607 -1.075 0.014
N -0.537 1.668 -0.016
N -1.736 1.195 -0.003
N -0.984 -1.061 -0.024
C 2.828 0.270 0.005
C -3.390 -0.595 0.012
C 0.271 -0.592 -0.029
C 1.363 -1.486 0.007
C 1.844 1.241 0.016
C -1.935 -0.179 0.018
C 0.477 0.788 0.013
H 3.854 0.569 -0.004
H -3.870 -0.270 0.940
H -3.478 -1.680 -0.041
H 1.159 -2.536 -0.050
H -3.902 -0.158 -0.848
H 2.038 2.305 -0.047
*
```

## Properties
**ΔE to the lowest compared entry with this formula, charge and spin**: 51.1 kJ/mol
**Molecular weight**: 146.15 g mol⁻¹
**Frontier orbital gap**: 8.556 eV
**E**: -13315.5640 eV
**SMILES string**: Cc1nnc2ccncc2n1
**E_HOMO**: -9.5 eV

---

7.
Computed, not measured: C7H10 as an isolated structure at a distorted geometry, with ωB97M-V/def2-TZVPD.

The geometry in ORCA input format:
```
! wB97M-V def2-TZVPD RIJCOSX def2/J DEFGRID3
* xyz 0 1
C 0.132 -0.903 -0.836
C 0.190 -1.105 0.659
C 1.466 0.992 0.381
C 0.728 0.159 1.183
C -0.988 -0.543 -0.003
C -1.999 0.473 0.206
C 1.634 0.436 -0.941
H -1.475 -1.741 -0.666
H 1.552 1.249 -1.679
H -2.664 0.345 -0.660
H 1.779 2.028 0.512
H 0.152 -2.035 1.199
H 2.471 -0.191 -1.223
H -1.614 1.493 0.154
H -2.561 0.422 1.138
H 0.738 0.377 2.245
H 0.461 -1.458 -1.667
*
```

## Properties
**ΔE to the lowest compared entry with this formula, charge and spin**: 573.4 kJ/mol
**Molecular weight**: 94.16 g mol⁻¹
**Frontier orbital gap**: 8.915 eV
**E**: -7415.0916 eV
**E_HOMO**: -8.0 eV

---

8.
Computed, not measured: an isolated ion of composition C5H13NO and charge +1 at a distorted geometry, with ωB97M-V/def2-TZVPD.

The geometry in ORCA input format:
```
! wB97M-V def2-TZVPD RIJCOSX def2/J DEFGRID3
* xyz 1 2
O -1.458 0.200 -2.510
N 0.440 0.569 0.767
C -0.480 1.084 1.813
C 1.245 -1.846 0.758
C -1.160 -0.098 -1.174
C 0.000 0.764 -0.664
C 1.461 -0.405 1.038
H -1.050 -1.204 -1.167
H 2.061 -2.628 0.956
H 0.993 -1.873 -0.309
H -0.799 -0.362 -2.979
H -2.011 -0.028 -0.522
H 0.352 -2.285 1.161
H 1.840 -0.225 2.135
H -0.360 0.446 2.817
H -0.173 2.107 2.057
H 0.938 0.782 -1.294
H -0.378 1.789 -0.798
H -1.537 0.961 1.661
H 2.314 -0.062 0.366
*
```

## Properties
**ΔE to the lowest compared entry with this formula, charge and spin**: 195.3 kJ/mol
**Molecular weight**: 103.16 g mol⁻¹
**Frontier orbital gap (spin up / spin down)**: 12.080 / 7.677 eV
**E**: -8923.7272 eV
**Expectation value of S²**: 0.755
**E_HOMO (spin up / spin down)**: -14.9 / -15.0 eV